# 1
The following is a DFT calculation (ωB97M-V with the def2-TZVPD basis set) of a structure of composition C23H32AsILiN5O6S4.

```
73
C23H32AsILiN5O6S4, DFT ωB97M-V with the def2-TZVPD basis set
Li -2.7393 -1.6397 2.1479
O -3.2287 -2.0336 4.0959
S -1.8104 -2.4419 4.2177
O -1.1606 -1.9994 2.9624
O -1.1386 -1.8999 5.4131
S -1.6459 -4.4007 4.3140
I -5.0211 -0.4674 -0.9401
C -4.4277 -2.4766 -0.4780
C -4.6699 -3.3882 -1.5369
C -4.3650 -4.6984 -1.2649
C -3.6633 -4.9967 -0.0812
C -3.3727 -4.0283 0.7808
N -3.7759 -2.7699 0.6510
H -5.1156 -2.9299 -2.4329
H -4.5109 -5.4591 -1.9579
H -3.3638 -5.9643 0.3198
H -2.7353 -4.2049 1.6306
N 5.5338 4.6120 1.8951
C 5.0128 4.1072 0.6509
C 3.8451 4.4615 0.0703
C 3.4226 3.9524 -1.1609
C 4.1229 2.9451 -1.8406
C 5.3002 2.6088 -1.3037
C 5.7364 3.1646 -0.0813
S 3.5395 2.1645 -3.3111
O 4.6446 1.3654 -3.6784
O 3.0653 3.1809 -4.2450
N 2.2775 1.3607 -2.8712
C 2.2313 0.4769 -1.8685
S 3.6375 -0.3218 -1.1452
C 2.6305 -1.0642 0.0706
C 1.3338 -0.7242 -0.2060
N 1.1012 0.0975 -1.3477
H 5.1682 5.5041 2.2513
H 6.5582 4.5796 2.0985
H 3.2078 5.2337 0.4779
H 2.5843 4.3702 -1.6154
H 5.9144 1.9435 -1.7830
H 6.6807 2.8489 0.2836
H 2.9369 -1.6309 0.9196
H 0.4207 -1.1197 0.2420
C -1.6770 -0.5723 -3.3176
As -1.4286 -2.2705 -2.3137
C -2.0823 -3.4803 -3.7633
C 0.4692 -2.6722 -2.7897
H -1.1333 -0.6377 -4.2486
H -1.3993 0.2271 -2.6898
H -2.7174 -0.5355 -3.6369
H -1.1810 -3.7505 -4.3511
H -2.8341 -3.0501 -4.4310
H -2.5019 -4.3967 -3.3739
H 0.8247 -1.8212 -3.4032
H 0.4729 -3.5732 -3.3707
H 1.1131 -2.7689 -1.9159
O -2.6745 0.0727 1.3823
C -2.4975 1.1352 1.9384
C -2.4626 1.2978 3.3976
C -0.9486 1.6121 3.8232
C 0.0329 1.1462 2.7401
C 0.2882 1.9633 1.5177
C -0.8742 2.1289 0.5356
N -2.1070 2.2991 1.2636
H -2.8076 0.4028 3.8926
H -2.9475 2.1967 3.7385
H -0.7703 1.1779 4.8322
H -0.9277 2.7220 3.9350
H -0.1106 0.0680 2.5051
H 0.9001 1.1564 3.3045
H 1.0623 1.4675 0.9279
H 0.5824 2.9772 1.8441
H -1.0445 1.1196 0.0438
H -0.7497 2.9080 -0.2023
H -2.0300 3.1328 1.8421
```

Calculated values
Kohn-Sham gap: 5.22 eV
Molecular weight: 811.573 g/mol
Calculated total energy: -5754.7085 Eh
Total charge: -2
Energy relative to the best compared isomer or geometry (same formula, charge and spin): 159.35 kJ/mol



# 2
The following is a DFT calculation (ωB97M-V with the def2-TZVPD basis set) of a structure of composition C23H32BBr54N2O2.

```
114
C23H32BBr54N2O2, DFT ωB97M-V with the def2-TZVPD basis set
O 5.8984 -0.8233 6.1652
B 4.8444 -0.8722 5.2923
O 4.2981 -2.1041 4.9765
C 4.2999 0.4651 4.6894
C 2.7729 0.6490 4.6220
C 2.1692 0.7810 6.0435
N 1.1288 -0.2547 6.4642
C 1.0092 -1.4734 5.5943
C 0.9453 -1.0040 4.1726
N 2.1526 -0.3413 3.7575
H 6.3095 -1.6939 6.2231
H 4.2821 -2.6541 5.7729
H 4.6966 1.3038 5.2610
H 4.6580 0.6001 3.6709
H 2.6397 1.6307 4.1668
H 1.6669 1.7371 6.1325
H 2.9458 0.7830 6.7987
H 0.2159 0.1976 6.4353
H 1.2676 -0.5110 7.4399
H 1.8195 -2.1679 5.7743
H 0.0791 -1.9650 5.8729
H 0.8125 -1.8872 3.5533
H 0.0615 -0.3808 4.0100
H 2.8219 -0.9765 3.3560
C 2.8071 -5.7943 5.1000
Br 1.5568 -4.6200 4.2380
Br 3.5947 -4.9677 6.6573
Br 2.0190 -7.4766 5.5465
H 3.6079 -5.9771 4.3991
C -2.8046 -4.1025 3.8271
Br -2.0601 -5.8439 4.1204
Br -2.0055 -2.7758 4.9833
Br -2.6845 -3.5975 1.9806
H -3.8518 -4.1462 4.0871
C 6.1822 0.6048 0.1992
Br 4.9341 2.0485 0.0287
Br 7.9803 1.2608 0.2441
Br 5.7936 -0.4745 1.7510
H 6.0768 -0.0354 -0.6644
C -3.5895 -0.7842 -1.0626
Br -5.2451 -0.3489 -0.1969
Br -3.4697 -2.6740 -1.4097
Br -3.3251 0.2339 -2.6685
H -2.7912 -0.5329 -0.3807
C 3.7414 2.4762 -4.2478
Br 5.5522 2.1661 -3.6885
Br 2.5026 1.3724 -3.2818
Br 3.2776 4.3335 -4.1010
H 3.6690 2.2051 -5.2914
C 1.9372 -0.7262 -7.1269
Br 3.7364 -1.0242 -6.5329
Br 0.6741 -1.7613 -6.1186
Br 1.4870 1.1437 -7.0869
H 1.8779 -1.0500 -8.1564
C 8.6937 0.9388 5.6113
Br 7.8156 2.5479 6.1812
Br 9.0287 0.9702 3.7201
Br 10.3020 0.6021 6.6081
H 8.0119 0.1267 5.8137
C -1.8985 0.0209 -8.5518
Br -3.5506 0.4977 -7.6961
Br -1.7660 -1.8666 -8.8597
Br -1.6112 1.0171 -10.1676
H -1.1049 0.2891 -7.8697
C -8.9446 0.7380 1.5442
Br -8.2383 -1.0304 1.7911
Br -8.0243 2.0018 2.6651
Br -8.8836 1.2657 -0.2968
H -9.9796 0.7202 1.8514
C -7.7640 -5.0019 -0.3671
Br -9.5102 -4.4095 0.1655
Br -7.4100 -4.6154 -2.2132
Br -6.3898 -4.2746 0.7669
H -7.7403 -6.0744 -0.2492
C 12.9912 2.3122 3.7296
Br 14.8977 2.3242 3.5189
Br 12.4027 3.6479 4.9779
Br 12.0919 2.4964 2.0416
H 12.7142 1.3502 4.1354
C -6.5527 2.7843 -3.6488
Br -4.9702 2.7440 -4.7349
Br -7.3169 1.0315 -3.4541
Br -6.2122 3.6100 -1.9486
H -7.2793 3.3953 -4.1636
C -2.1774 3.8456 -12.7350
Br -3.7125 4.1833 -13.8363
Br -0.5997 3.5357 -13.7847
Br -1.9078 5.2446 -11.4457
H -2.3784 2.9393 -12.1836
C -5.9406 -1.2020 -10.9607
Br -4.6714 -2.4451 -11.6910
Br -5.4416 0.6143 -11.3330
Br -7.7260 -1.5799 -11.5580
H -5.9278 -1.3235 -9.8877
C 4.7728 5.6138 6.5154
Br 4.4764 4.0156 7.5568
Br 6.5887 6.2001 6.6777
Br 4.2557 5.3634 4.6845
H 4.1410 6.3820 6.9348
C -6.3180 1.6791 6.2447
Br -4.7789 1.8223 5.0995
Br -7.0684 -0.0859 6.1843
Br -5.9123 2.2203 8.0415
H -7.0644 2.3595 5.8626
C 3.7623 -5.3846 -7.0058
Br 5.4977 -4.6948 -7.4543
Br 3.2406 -4.9007 -5.2202
Br 2.4371 -4.8520 -8.2918
H 3.8296 -6.4612 -7.0367
C -12.0704 3.6464 -2.4328
Br -12.9334 5.3559 -2.5401
Br -10.1574 3.8225 -2.5617
Br -12.5991 2.6910 -0.8531
H -12.3953 3.0658 -3.2826
```

Calculated values
Kohn-Sham gap: 8.02 eV
Molecular weight: 4694.149 g/mol
Calculated total energy: -140176.8633 Eh
Total charge: +1



# 3
The following is a DFT calculation (ωB97M-V with the def2-TZVPD basis set) of a cluster of 5 separate species, C23H32BFIN5O3 in total.

```
66
C23H32BFIN5O3, DFT ωB97M-V with the def2-TZVPD basis set
C 1.9317 -0.6368 -1.6747
O 2.2961 0.5450 -0.9785
C 2.7221 1.6496 -1.7695
C 2.0028 2.8920 -1.2827
C 0.4815 2.8148 -1.3660
C -0.0537 2.2905 -2.7105
B -1.5876 2.4620 -2.8535
I -2.5243 2.7521 -4.7240
C -2.5275 2.4866 -1.5764
O -2.8689 3.5532 -1.1387
N -2.8858 1.2915 -0.9100
C -2.1957 0.1478 -1.2620
O -2.0910 -0.3324 -2.3322
F -1.6000 -0.4076 -0.1777
H 1.1099 -1.1112 -1.1356
H 2.7710 -1.3392 -1.7222
H 1.6000 -0.4171 -2.6938
H 2.5325 1.4448 -2.8288
H 3.8017 1.7964 -1.6563
H 2.3795 3.7514 -1.8484
H 2.2922 3.0588 -0.2402
H 0.1216 2.1673 -0.5584
H 0.0661 3.8107 -1.1895
H 0.4495 2.7829 -3.5501
H 0.1673 1.2197 -2.8216
H -3.0044 1.4086 0.0937
C 1.5897 -1.8850 3.4605
C 0.9479 -0.6380 3.6863
C 1.2154 0.1526 2.5983
N 1.9867 -0.5650 1.7282
C 2.2214 -1.8065 2.2450
H 1.5820 -2.7394 4.1165
H 0.3618 -0.3568 4.5456
H 0.9253 1.1655 2.3711
H 2.3145 -0.2156 0.8391
H 2.8134 -2.5290 1.7088
C 3.5959 -4.0506 8.4326
C 3.8640 -2.8133 7.7844
C 3.5441 -2.9663 6.4619
N 3.0956 -4.2472 6.2876
C 3.1230 -4.9148 7.4820
H 3.7339 -4.2784 9.4763
H 4.2462 -1.9142 8.2382
H 3.5950 -2.2782 5.6353
H 2.7955 -4.6394 5.4143
H 2.8049 -5.9406 7.5543
C -3.1040 0.6081 4.7711
C -4.2314 -0.1619 4.3731
C -3.9290 -0.7343 3.1670
N -2.6645 -0.3388 2.8209
C -2.1543 0.4769 3.7938
H -3.0021 1.1875 5.6734
H -5.1558 -0.2827 4.9127
H -4.5019 -1.3879 2.5313
H -2.1823 -0.6127 1.9845
H -1.1623 0.8865 3.7106
C -2.0375 1.0997 -10.3882
C -2.0765 1.9283 -9.2332
C -2.5092 1.1536 -8.1902
N -2.7330 -0.1073 -8.6701
C -2.4482 -0.1498 -10.0074
H -1.7422 1.3888 -11.3829
H -1.8162 2.9722 -9.1761
H -2.6728 1.3945 -7.1539
H -3.0596 -0.8825 -8.1234
H -2.5600 -1.0594 -10.5720
```

Calculated values
Kohn-Sham gap: 7.90 eV
Molecular weight: 583.255 g/mol
Calculated total energy: -1817.5265 Eh



# 4
The following is a DFT calculation (ωB97M-V with the def2-TZVPD basis set) of a structure of composition C23H32Cl2N2RuS5.

```
65
C23H32Cl2N2RuS5, DFT ωB97M-V with the def2-TZVPD basis set
Ru -0.2319 0.6344 -0.7711
C -1.7248 -2.3052 -0.8819
N -2.0321 -1.0110 -0.2065
C -1.9603 -1.2028 1.2601
C -1.7928 0.0965 2.0053
N -0.4935 0.7323 1.7108
C 0.6115 0.0510 2.4280
C -0.4701 2.1446 2.0772
C -1.0800 2.5927 3.2416
C -1.0066 3.9300 3.6083
C -0.3041 4.8288 2.8180
C 0.3192 4.3852 1.6643
C 0.2357 3.0440 1.2826
S 1.0292 2.5447 -0.1982
C -3.3475 -0.5257 -0.6103
C -4.4337 -1.3975 -0.5975
C -5.6958 -0.9643 -0.9650
C -5.8845 0.3615 -1.3399
C -4.8114 1.2338 -1.3458
C -3.5243 0.8040 -0.9925
S -2.2156 1.9760 -1.0414
H -2.2165 -3.1430 -0.3854
H -0.6546 -2.4830 -0.8735
H -2.0685 -2.2717 -1.9102
H -1.1243 -1.8750 1.4641
H -2.8670 -1.6947 1.6164
H -1.8936 -0.1123 3.0727
H -2.5810 0.7903 1.7203
H 0.4613 0.1194 3.5090
H 1.5554 0.5219 2.1653
H 0.6632 -0.9985 2.1445
H -1.6202 1.9000 3.8781
H -1.4920 4.2634 4.5187
H -0.2428 5.8737 3.0987
H 0.8700 5.0730 1.0338
H -4.2955 -2.4293 -0.2928
H -6.5282 -1.6590 -0.9556
H -6.8701 0.7145 -1.6212
H -4.9484 2.2717 -1.6265
C 4.9979 -1.3581 0.8077
C 5.4845 -0.3488 -0.2618
S 4.3547 1.0363 -0.6124
C 3.4390 0.4486 -2.0649
C 2.8930 -0.9629 -1.9499
S 1.8080 -1.2008 -0.5009
C 1.9104 -3.0029 -0.2730
C 3.0187 -3.4102 0.6956
S 4.7072 -3.0396 0.1564
H 4.0712 -1.0082 1.2530
H 5.7388 -1.4546 1.5989
H 5.7337 -0.8461 -1.2014
H 6.3915 0.1403 0.0818
H 4.0796 0.5056 -2.9445
H 2.6488 1.1816 -2.2005
H 3.7174 -1.6539 -1.8095
H 2.3370 -1.2481 -2.8440
H 2.0505 -3.4609 -1.2550
H 0.9383 -3.3197 0.1171
H 2.9914 -4.4934 0.8154
H 2.8616 -2.9652 1.6797
Cl -0.5030 -0.3392 -3.2934
C -0.4155 0.8071 -4.6767
Cl 1.2361 1.0897 -5.1855
H -0.8568 1.7377 -4.3541
H -0.9678 0.3509 -5.4811
```

Calculated values
Kohn-Sham gap (alpha / beta): 8.14 / 6.29 eV
Molecular weight: 668.834 g/mol
Calculated total energy: -4011.0753 Eh
Total charge: +1
Spin multiplicity: 6
Energy relative to the best compared isomer or geometry (same formula, charge and spin): 51.77 kJ/mol



# 5
The following is a DFT calculation (ωB97M-V with the def2-TZVPD basis set) of a cluster of 13 separate species, C23H32Cl36N3O5PS2 in total.

```
102
C23H32Cl36N3O5PS2, DFT ωB97M-V with the def2-TZVPD basis set
C -2.1558 2.8057 -3.6651
C -2.3320 2.0895 -2.3121
C -1.1096 1.1801 -2.1597
C -1.0777 0.1287 -1.0372
C -0.1199 0.4534 0.1015
C -0.0898 1.8900 0.6666
C -0.4843 1.8732 2.1533
C -0.6989 3.2769 2.7279
S -1.8069 3.4376 4.1576
C -2.9145 2.1074 4.1026
N -4.2047 2.1825 4.0035
N -4.6831 0.8787 4.1225
C -3.6379 0.1372 4.2484
O -2.4842 0.8199 4.2592
O -2.3780 -0.2962 -0.5432
S -3.1912 0.8594 0.2469
O -4.0377 0.1591 1.1742
O -4.2199 1.3655 -0.9204
C -3.6564 1.3253 -2.2568
P -5.0471 2.0769 -3.2913
N -6.4084 1.3483 -2.5918
O -4.8781 1.1867 -4.6618
H -2.3697 2.1426 -4.4970
H -1.1077 3.0807 -3.7608
H -2.7198 3.7268 -3.7201
H -2.3238 2.8789 -1.5730
H -0.9822 0.6626 -3.1075
H -0.2415 1.8226 -2.0477
H -0.6601 -0.7557 -1.4933
H 0.8616 0.2544 -0.3210
H -0.2544 -0.2725 0.8980
H -0.7806 2.5655 0.1732
H 0.9171 2.2905 0.6396
H 0.2985 1.3775 2.7216
H -1.3677 1.2523 2.2463
H 0.2552 3.6242 3.1106
H -0.9828 3.9665 1.9384
H -3.6615 -0.9298 4.3384
H -3.5241 0.2908 -2.5733
H -6.7110 1.8716 -1.7801
H -6.2414 0.3967 -2.2705
H -5.2166 0.2931 -4.5210
C 4.0400 1.1452 0.3398
Cl 3.6187 1.2147 -1.3791
Cl 3.5008 2.5960 1.1737
Cl 3.3608 -0.2929 1.0988
H 5.1171 1.0901 0.4206
C 7.1506 3.9235 3.1216
Cl 8.4695 5.0340 2.7617
Cl 5.6861 4.8017 3.5610
Cl 6.8507 2.8479 1.7547
H 7.4432 3.3155 3.9663
C -6.1288 -2.8788 0.6242
Cl -6.6639 -1.5490 -0.3934
Cl -7.4685 -3.5343 1.5615
Cl -5.3821 -4.1489 -0.3516
H -5.3890 -2.4888 1.3112
C -1.6785 -4.8694 -1.7057
Cl -1.0304 -6.4840 -1.4211
Cl -0.5061 -3.6350 -1.2493
Cl -2.1503 -4.6805 -3.3961
H -2.5573 -4.7409 -1.0879
C 3.1912 -2.1839 4.9610
Cl 4.5567 -1.0718 4.8889
Cl 2.0036 -1.6460 6.1475
Cl 2.4512 -2.3700 3.3691
H 3.5636 -3.1490 5.2806
C 1.8447 -9.7542 -2.3050
Cl 3.1525 -8.5703 -2.2920
Cl 0.6194 -9.3494 -1.1061
Cl 1.1217 -9.8797 -3.9121
H 2.2607 -10.7186 -2.0475
C -3.1397 6.4768 0.0855
Cl -3.5862 5.0409 1.0081
Cl -2.2368 7.6006 1.0844
Cl -2.2081 6.0538 -1.3455
H -4.0498 6.9647 -0.2349
C 6.3856 -4.9319 7.0029
Cl 7.2064 -5.0644 8.5537
Cl 4.8142 -4.1430 7.1938
Cl 7.3751 -4.0664 5.8304
H 6.2119 -5.9301 6.6258
C 0.0065 6.8879 5.6760
Cl 0.5552 5.2162 5.8539
Cl 1.3242 8.0133 6.0067
Cl -0.6852 7.1793 4.0863
H -0.7781 7.0558 6.4008
C 4.5013 -10.1230 -5.5889
Cl 5.1234 -11.7524 -5.3177
Cl 5.6682 -8.9086 -5.0748
Cl 4.0491 -9.8940 -7.2769
H 3.6111 -10.0021 -4.9884
C -4.9601 2.1793 -8.1530
Cl -3.6177 1.3783 -8.9729
Cl -5.0801 3.8674 -8.6497
Cl -6.4751 1.3291 -8.4594
H -4.7674 2.1504 -7.0879
C 8.4475 1.4348 -2.2377
Cl 9.4603 1.3231 -0.7983
Cl 6.7338 1.4632 -1.8042
Cl 8.8696 2.8485 -3.1990
H 8.6215 0.5537 -2.8395
```

Calculated values
Kohn-Sham gap: 9.11 eV
Molecular weight: 1801.941 g/mol
Calculated total energy: -19140.6171 Eh



# 6
The following is a DFT calculation (ωB97M-V with the def2-TZVPD basis set) of a cluster of 2 separate species, C23H32ClN2O4 in total.

```
62
C23H32ClN2O4, DFT ωB97M-V with the def2-TZVPD basis set
C 0.8031 -3.5786 -2.5013
H 0.9587 -3.5779 -3.6973
O 0.7822 -2.4446 -1.9941
C -0.1994 -1.4402 -2.4375
C -1.1779 -1.6457 -3.4807
C -2.1983 -0.6965 -3.5487
C -2.2641 0.6269 -2.9056
C -0.9978 0.7872 -2.2040
C -0.0257 -0.1334 -1.8602
H 0.6417 0.1179 -1.2204
O -0.8217 1.9200 -1.3892
C -1.8561 2.9189 -1.4331
H -2.8579 2.5687 -1.0692
H -2.3900 3.1068 -2.3963
C -1.4672 4.2228 -0.8612
H -0.9490 4.8417 -1.3296
O -1.0640 4.0765 0.4136
C 0.4144 3.9208 0.5010
C 0.9446 2.4606 1.2169
C 2.3419 2.2765 1.0439
N 3.0227 1.0881 1.3951
C 2.9465 0.8269 3.0642
H 3.0263 1.6731 3.4900
H 3.7846 0.2445 3.2577
C 1.9467 -0.1305 3.2297
N 1.0062 -0.6915 2.1119
C 1.9321 -1.1211 1.1525
H 1.5731 -1.9181 0.4986
H 2.5486 -1.8810 1.9345
C 2.8562 -0.1438 0.6739
H 2.7310 -0.0159 -0.3491
H 4.0606 -0.5146 0.5355
C -0.0486 -1.5990 2.5916
C -0.9762 -1.8396 1.3669
C -0.9241 -3.1596 0.8957
C -1.7522 -3.7840 0.0347
C -2.6174 -2.7310 -0.6846
C -2.9372 -1.4018 0.1534
C -1.8557 -1.0538 0.9875
H -1.8619 -0.0431 1.5402
H -3.6829 -0.6956 -0.3843
Cl -3.9101 -3.1154 -1.4871
H -1.7726 -4.5180 -0.4171
H -0.2555 -3.8136 1.2583
H 0.5670 -2.4113 3.0408
H -0.7303 -1.1093 3.2272
H 0.4629 0.2041 1.5280
H 0.8057 0.6756 3.6904
H 2.0892 -0.8694 3.9768
H 2.5698 2.2983 -0.0319
H 3.0339 3.0590 1.2732
H 0.8397 2.7652 2.3022
O 0.0396 1.3466 0.8469
H -0.4769 1.6853 0.0751
H 0.7556 4.7229 0.8835
H 0.7071 3.6611 -0.3988
H -2.4016 4.8848 -0.6347
H -2.9039 1.2229 -3.1703
H -2.9275 -1.1445 -4.2040
H -1.5326 -2.7936 -3.5953
H -0.0144 -4.1357 -2.4620
H 1.6586 -4.0519 -2.0440
```

Calculated values
Kohn-Sham gap: 8.54 eV
Molecular weight: 435.972 g/mol
Calculated total energy: -1765.3525 Eh
Total charge: +1